Computed, not measured: an isolated molecule of C7H15P in a non-equilibrium geometry, with ωB97M-V with the def2-TZVPD basis set.

Properties
- E_LUMO (hartree) = 0.0377
- orbital gap (eV) = 8.891
- energy relative to the best compared isomer or geometry (same formula, charge and spin) (kJ/mol) = 164.5
- E (eV) = -16787.9376

Geometry (Å):
C  -2.587  -0.497  -0.261
C  -1.215  -0.737  -0.971
C  -0.093  -0.437  0.088
C  0.170  -1.612  0.941
C  0.424  0.887  0.488
C  -0.184  2.187  0.185
C  1.383  0.284  -0.637
P  2.978  -0.495  -0.357
H  -2.585  -0.886  0.695
H  -3.456  -0.673  -0.857
H  -2.547  0.540  -0.005
H  -1.041  -0.092  -1.928
H  -1.024  -1.747  -1.166
H  0.316  -1.324  1.989
H  1.134  -2.158  0.641
H  -0.502  -2.458  0.820
H  1.029  0.937  1.507
H  -0.928  2.376  0.953
H  -0.392  2.247  -0.837
H  0.581  2.896  0.366
H  1.150  0.571  -1.723
H  3.443  -0.169  0.949
H  3.945  0.360  -0.879

Forces on atoms 1 to 2 (eV/Å):
C 1.8555 1.4142 -1.9919
C 0.5758 3.0176 0.6557



Computed, not measured: an isolated molecule of C17H31F8NO4Si2 in a non-equilibrium geometry, with ωB97M-V with the def2-TZVPD basis set.

Properties
- E_LUMO (hartree) = 0.0272
- orbital gap (eV) = 10.212
- E (eV) = -65308.9483

Geometry (Å):
C  0.604  -1.746  3.335
C  -0.614  -0.798  3.282
N  -1.345  -1.069  2.012
Si  -2.580  0.133  1.605
C  -2.570  1.644  2.707
C  -3.134  2.928  1.971
C  -2.090  4.059  2.062
C  -1.816  4.506  3.503
C  -0.478  5.257  3.643
C  0.726  4.384  3.250
O  0.471  2.973  3.447
C  1.588  2.282  3.043
C  1.600  1.639  1.666
O  2.500  2.152  3.748
O  -2.370  0.555  -0.028
Si  -2.532  -0.824  -0.995
C  -1.091  -1.017  -2.188
C  -1.406  -2.010  -3.366
O  -0.503  -3.110  -3.269
C  0.168  -3.408  -4.466
C  1.439  -2.520  -4.648
F  1.692  -1.877  -3.509
F  1.113  -1.561  -5.558
C  2.676  -3.264  -5.230
F  3.326  -2.434  -6.047
F  2.212  -4.253  -5.996
C  3.687  -3.777  -4.194
F  3.121  -4.687  -3.405
F  4.195  -2.800  -3.473
C  4.919  -4.490  -4.820
F  4.576  -5.529  -5.579
F  5.718  -3.629  -5.446
H  1.228  -1.641  2.444
H  1.241  -1.426  4.173
H  0.307  -2.785  3.496
H  -1.263  -1.051  4.130
H  -0.216  0.215  3.342
H  -1.862  -1.932  2.173
H  -3.905  -0.533  1.671
H  -1.572  1.917  3.056
H  -3.218  1.481  3.576
H  -4.056  3.283  2.443
H  -3.340  2.663  0.930
H  -2.473  4.915  1.490
H  -1.174  3.703  1.577
H  -2.646  5.127  3.856
H  -1.742  3.652  4.183
H  -0.365  5.485  4.708
H  -0.446  6.172  3.046
H  1.566  4.658  3.900
H  1.066  4.573  2.221
H  2.114  2.260  0.929
H  2.145  0.696  1.719
H  0.577  1.422  1.339
H  -3.770  -0.708  -1.798
H  -2.675  -2.046  -0.186
H  -0.754  -0.055  -2.589
H  -0.244  -1.421  -1.622
H  -1.269  -1.432  -4.282
H  -2.445  -2.336  -3.234
H  0.382  -4.479  -4.460
H  -0.484  -3.200  -5.323
H  5.491  -4.886  -3.970

Forces on atoms 1 to 2 (eV/Å):
C 0.1318 0.8048 0.6563
C 0.8416 -1.6748 -0.6014



Computed, not measured: a cluster of 6 separate species, C14H23N5O2 in total in a non-equilibrium geometry, with ωB97M-V with the def2-TZVPD basis set.

Properties
- E_LUMO (hartree) = 0.0229
- orbital gap (eV) = 10.719
- energy relative to the best compared isomer or geometry (same formula, charge and spin) (kJ/mol) = 445.9
- E (eV) = -26434.6356

Geometry (Å):
C  -1.023  -1.990  -0.904
C  -2.327  -1.799  -0.199
O  -2.341  -0.433  0.231
C  -3.351  -0.049  1.007
C  -3.123  1.410  1.559
O  -4.264  -0.801  1.231
H  -0.232  -1.903  -0.164
H  -0.940  -1.200  -1.608
H  -1.013  -3.046  -1.278
H  -3.157  -1.811  -0.844
H  -2.580  -2.379  0.699
H  -2.089  1.735  1.483
H  -3.489  1.473  2.607
H  -3.725  2.109  0.922
C  5.106  1.401  0.651
C  4.596  0.338  1.530
N  4.009  -0.428  2.167
H  4.180  1.845  0.242
H  5.683  0.968  -0.174
H  5.755  2.058  1.203
C  -2.101  -7.092  -2.038
C  -2.670  -5.761  -2.256
N  -3.316  -4.813  -2.403
H  -2.700  -7.592  -1.290
H  -1.103  -6.986  -1.694
H  -2.191  -7.614  -2.948
C  2.550  4.263  1.006
C  1.097  4.260  0.938
N  -0.020  4.134  0.690
H  2.774  3.551  1.782
H  3.075  5.228  1.095
H  2.881  3.892  0.058
C  -0.281  2.698  -2.577
C  1.063  3.179  -2.391
N  2.093  3.626  -2.175
H  -0.234  1.608  -2.524
H  -0.732  3.059  -3.478
H  -0.896  2.980  -1.724
C  0.702  -0.160  2.400
C  1.056  0.358  1.058
N  1.250  0.606  -0.028
H  1.734  -0.440  2.764
H  0.059  -1.011  2.282
H  0.234  0.527  3.088

Forces on atoms 1 to 2 (eV/Å):
C -0.3076 -1.9851 1.3395
C -0.4906 0.7823 0.8858



Computed, not measured: an isolated molecule of C4H5NO2, with ωB97M-V with the def2-TZVPD basis set.

Properties
- E_LUMO (hartree) = 0.0309
- orbital gap (eV) = 9.464
- energy relative to the best compared isomer or geometry (same formula, charge and spin) (kJ/mol) = 459.5
- E (eV) = -9809.5525

Geometry (Å):
O  -2.342  0.743  -2.223
C  -2.058  0.780  -1.094
C  -1.694  0.794  0.177
O  -0.348  0.976  0.461
N  0.360  0.002  -0.331
C  1.771  -0.055  0.011
C  0.830  -1.076  0.530
H  -2.389  0.499  0.951
H  2.176  0.676  0.706
H  2.393  -0.287  -0.850
H  0.760  -2.063  0.088
H  0.540  -0.988  1.574

Forces on atoms 1 to 2 (eV/Å):
O 0.0786 0.0801 0.8738
C -0.1961 -0.0048 -0.7970



Look up the orbital gap of the third one.
10.719 eV



Among the records above, which one has the lowest E_LUMO?
C14H23N5O2



What is the orbital gap in the first record?
8.891 eV



Copy entry 1 word for word.
Computed, not measured: an isolated molecule of C7H15P in a non-equilibrium geometry, with ωB97M-V with the def2-TZVPD basis set.

Properties
- E_LUMO (hartree) = 0.0377
- orbital gap (eV) = 8.891
- energy relative to the best compared isomer or geometry (same formula, charge and spin) (kJ/mol) = 164.5
- E (eV) = -16787.9376

Geometry (Å):
C  -2.587  -0.497  -0.261
C  -1.215  -0.737  -0.971
C  -0.093  -0.437  0.088
C  0.170  -1.612  0.941
C  0.424  0.887  0.488
C  -0.184  2.187  0.185
C  1.383  0.284  -0.637
P  2.978  -0.495  -0.357
H  -2.585  -0.886  0.695
H  -3.456  -0.673  -0.857
H  -2.547  0.540  -0.005
H  -1.041  -0.092  -1.928
H  -1.024  -1.747  -1.166
H  0.316  -1.324  1.989
H  1.134  -2.158  0.641
H  -0.502  -2.458  0.820
H  1.029  0.937  1.507
H  -0.928  2.376  0.953
H  -0.392  2.247  -0.837
H  0.581  2.896  0.366
H  1.150  0.571  -1.723
H  3.443  -0.169  0.949
H  3.945  0.360  -0.879

Forces on atoms 1 to 2 (eV/Å):
C 1.8555 1.4142 -1.9919
C 0.5758 3.0176 0.6557